[1]
This record from OMol25 describes a molecular structure, C40H49BFN11O3SiTi. The level of theory is ωB97M-V/def2-TZVPD.

```
! wB97M-V def2-TZVPD RIJCOSX def2/J DEFGRID3
* xyz 1 2
Ti -12.11756 -16.64398 -0.79602
Si -12.90592 -14.58082 -3.51336
F -15.48096 -17.44445 4.95467
O -15.25167 -17.72925 -3.23901
O -13.39317 -17.38267 -2.05862
O -13.71118 -16.68276 0.49911
N -11.90735 -14.84961 0.31455
N -7.67723 -18.56406 -0.64641
N -11.07147 -18.75051 1.05317
N -8.82022 -19.03844 -0.07330
N -9.60127 -16.76705 0.36756
N -11.82173 -18.82384 -0.11230
N -8.93223 -18.35794 2.31815
N -10.03871 -16.54202 -0.90950
N -9.42579 -17.64171 3.33814
N -12.46465 -14.99409 -1.87556
N -17.72064 -17.52051 -0.12105
C -8.32666 -15.13936 -0.47951
C -8.59373 -15.91728 0.61816
C -15.83456 -17.20120 1.38272
C -7.76730 -18.91982 4.15086
C -8.75660 -17.99584 4.41527
C -9.27304 -15.49741 -2.98283
C -15.28529 -17.18204 2.64547
C -19.46107 -18.15988 2.22045
C -11.48087 -14.32505 1.50021
C -9.09486 -20.29565 -0.47702
C -17.46458 -17.61356 3.60852
C -16.87239 -17.34154 -1.14943
C -15.51981 -17.17262 -1.00042
C -17.21898 -17.41302 1.18603
C -7.93055 -19.15070 2.77742
C -5.80756 -19.43327 -1.86506
C -8.06498 -20.71601 -1.29458
C -16.10135 -17.43990 3.71465
C -18.01691 -17.74398 2.31654
C -7.19483 -19.59530 -1.34505
C -14.70793 -17.45709 -2.20929
C -12.55558 -19.93785 -0.06134
C -12.34269 -15.90744 -4.69685
C -12.02151 -14.14142 -0.82426
C -19.78820 -16.25044 -0.01923
C -9.25330 -17.38280 5.74454
C -19.17915 -17.58526 -0.27127
C -11.62688 -15.01738 2.86890
C -12.29051 -12.90521 -4.22386
C -11.70851 -12.77871 -0.85190
C -19.76174 -18.61053 0.75409
C -14.92684 -16.98830 0.23414
C -10.13737 -21.26409 -3.93985
C -9.21306 -15.64397 -1.48547
C -11.12889 -12.98931 1.48432
C -12.36821 -20.58607 1.17480
C -11.18631 -12.22299 0.32582
C -11.36377 -19.86222 1.76702
C -14.76506 -14.47894 -3.53771
C -13.46723 -20.39139 -1.21472
B -9.59832 -18.25076 0.92213
H -19.38178 -19.65179 0.63810
H -10.20939 -22.15680 -3.32573
H -10.81864 -12.50328 2.41871
H -11.20348 -12.77252 -4.10206
H -12.88670 -21.49210 1.48948
H -14.21578 -16.97470 2.71164
H -10.01134 -20.79983 -0.12035
H -20.89136 -16.29540 0.13933
H -19.67578 -18.91167 3.03644
H -7.49582 -14.49996 -0.61094
H -12.54890 -12.94028 -5.29031
H -12.67497 -14.92570 3.16944
H -7.98096 -16.03310 1.50938
H -12.76611 -11.99431 -3.87266
H -7.06714 -19.38474 4.85029
H -10.85985 -11.22217 0.29145
H -5.33854 -18.51179 -1.51646
H -7.97496 -21.69114 -1.78675
H -18.05130 -17.83033 4.49396
H -20.84147 -18.76580 0.54753
H -10.12381 -15.91969 -3.51754
H -11.31162 -16.08758 2.87345
H -7.42196 -19.71662 2.04393
H -19.53416 -17.94200 -1.23537
H -9.14040 -18.04737 6.62850
H -9.56489 -21.37903 -4.84028
H -11.98633 -16.85792 -4.22156
H -11.70474 -12.31924 -1.80636
H -14.55271 -20.30694 -0.95558
H -15.06746 -13.64593 -4.09572
H -15.21327 -14.43178 -2.51907
H -15.10584 -15.48807 -3.88752
H -17.26648 -17.34489 -2.09474
H -19.29114 -15.81976 0.85492
H -10.68870 -20.19155 2.58944
H -8.31661 -15.90410 -3.25775
H -5.17288 -20.31592 -1.55710
H -10.33266 -17.11389 5.55564
H -20.10305 -17.29786 2.42350
H -13.01233 -16.24895 -5.52422
H -9.25185 -14.42529 -3.30669
H -13.30495 -21.45967 -1.40569
H -10.54821 -20.28551 -3.73875
H -13.36367 -19.76924 -2.13005
H -8.65939 -16.49426 5.99285
H -5.81507 -19.34941 -2.94606
H -11.01957 -14.44012 3.54474
H -11.57281 -15.47938 -5.38377
H -19.62934 -15.59182 -0.86019
*
```

Summary:
Energy relative to the best compared isomer or geometry (same formula, charge and spin): 33.6 kcal per mole
<S²>: 0.75
Energy: -3645.372936 a.u.
E_LUMO (spin up / spin down): -3.752 / -3.752 eV
Kohn-Sham gap (spin up / spin down): 6.35 / 6.91 eV
Highest occupied orbital energy (spin up / spin down): -0.3712 / -0.3920 hartree



[2]
This record from OMol25 describes a molecular structure, C40H49Br2N3O2PSeSiSr. The level of theory is ωB97M-V/def2-TZVPD.

```
! wB97M-V def2-TZVPD RIJCOSX def2/J DEFGRID3
* xyz -1 1
Sr 0.92122 0.48530 -0.86004
Br -7.63095 -4.76346 3.10793
Br 3.37016 0.15542 1.36739
Se 1.23744 2.26063 -3.21133
P 3.06250 -1.24488 -1.95887
Si -0.61643 3.24136 -3.93988
O 0.07471 -1.15953 0.41544
O 0.89412 1.67454 0.84192
N -0.39882 -1.03415 -2.24004
N -3.78653 -5.85929 -1.45998
N -2.92156 -5.12142 -1.97787
C -1.20019 -2.02884 -4.24962
C -5.82944 -6.35388 1.56075
C -0.31063 5.02805 -4.49523
C -0.68848 -2.03020 -0.09553
C -6.06268 -4.07088 0.82354
C 2.95873 1.55509 3.81392
C -6.38891 -5.09575 1.69694
C -4.91804 -6.59039 0.54637
C -4.53356 -5.56355 -0.32265
C -1.94951 3.29698 -2.59888
C -0.79636 4.72101 2.66979
C 2.95278 2.78970 6.01145
C 4.31813 3.43434 5.71725
C 1.21440 1.86053 2.07596
C 0.47160 2.60468 3.04013
C 1.04607 2.86895 4.28076
C -2.30098 -4.07980 -1.32699
C -1.86640 2.82767 3.93827
C -0.92549 -2.05609 -1.53489
C -5.13299 -4.30151 -0.17087
C 2.51233 -1.39612 -4.72809
C -1.35316 -3.02932 0.65713
C -0.54069 -1.01129 -3.54514
C 2.18785 -3.41059 -3.46205
C -1.76499 -3.06366 -3.55050
C -0.92696 3.19359 2.77696
C 2.12197 3.79854 6.80771
C 3.16993 1.54388 6.88342
C -1.25915 2.31522 -5.46926
C 2.28986 2.40192 4.69235
C -1.65259 -3.09848 -2.14479
C 1.73743 -4.05885 -4.59984
C -1.60855 2.68389 1.49988
C 2.41762 1.30787 2.57648
C 1.67499 -3.37722 -5.80761
C 4.35398 -2.41357 -1.34608
C 2.58699 -2.07414 -3.51284
C -2.15084 -3.98055 0.06272
C 4.18902 0.08052 -2.54005
C 2.07072 -2.04984 -5.86953
H -2.62814 3.07826 1.46015
H 0.48742 5.07417 -5.23802
H -0.41896 2.06578 -6.11943
H -1.18795 -3.03113 1.72693
H 3.90760 -3.32051 -0.94220
H 4.19566 4.31392 5.08317
H 2.21253 1.10760 7.17314
H -1.96298 2.92601 -6.04183
H -4.48159 -7.57373 0.42876
H -2.62174 -4.73114 0.68632
H 4.80046 3.74018 6.64975
H 1.94946 4.70674 6.22751
H -2.86159 3.23617 3.74795
H -1.07620 3.00908 0.61153
H 2.66112 4.07146 7.71736
H -0.36571 5.14626 3.57822
H -1.94633 1.74231 4.01949
H 2.03773 -1.51874 -6.81310
H 3.72216 1.80867 7.78932
H -6.11322 -7.14407 2.24244
H 3.62086 0.86470 -3.04093
H -4.87092 -3.51257 -0.86391
H -1.21454 5.45533 -4.93978
H 4.95747 -0.31303 -3.20776
H -1.53792 3.76102 -1.70080
H -1.52339 3.21615 4.89762
H -1.65503 1.59390 1.49097
H -0.11198 -0.15984 -4.06243
H -0.14156 4.97545 1.83455
H 0.48554 3.48123 4.97537
H 1.42704 -5.09488 -4.54552
H -1.26341 -1.97159 -5.32740
H -2.29482 2.29517 -2.33348
H -1.77492 5.17918 2.50154
H 5.04080 -2.66217 -2.15539
H 4.89645 -1.91651 -0.54071
H 1.15774 3.37725 7.09788
H 3.73798 0.78438 6.34602
H 1.30249 -3.87724 -6.69305
H -1.76155 1.38459 -5.19559
H 2.78888 -0.34992 -4.77868
H 2.22255 -3.94523 -2.51942
H 4.98080 2.73877 5.20274
H -2.28987 -3.86759 -4.04936
H -2.81646 3.88341 -2.91586
H 3.89877 1.08629 4.07405
H -6.52652 -3.09897 0.92191
H -0.01940 5.65384 -3.64977
H 4.65554 0.51921 -1.65621
*
```

Summary:
Energy relative to the best compared isomer or geometry (same formula, charge and spin): 35.6 kcal per mole
Energy: -10079.634998 a.u.
E_LUMO: 1.800 eV
Kohn-Sham gap: 6.67 eV
Highest occupied orbital energy: -0.1790 hartree